[1]
69
Properties=species:S:1:pos:R:3 method="wB97M-V/def2-TZVPD" largest_force_ev_per_a=0.98 spin_multiplicity=2 relative_energy_kj_mol=42.3 e_tot_ha=-2740.6371 total_charge=+1 homo_ha="-0.4132 / -0.4336"
Ti -1.0471 -1.2946 -1.3301
N -1.1708 -1.0134 0.8781
C -1.6759 -2.2763 1.4544
C -0.9626 -3.4089 0.7254
O -0.5859 -4.3984 1.3095
N -0.7590 -3.1141 -0.5999
C 0.2033 -3.9590 -1.2968
C 1.0090 -3.0586 -2.2222
O 2.0108 -3.3914 -2.7814
O 0.4331 -1.8503 -2.3588
H -1.6621 -0.2107 1.2596
H -0.1905 -0.8930 1.1274
H -1.4960 -2.3678 2.5235
H -2.7507 -2.3382 1.2753
H 0.8613 -4.4706 -0.5962
H -0.2767 -4.7318 -1.9028
C -1.0022 -1.3780 -5.5398
C -2.1921 -1.7716 -4.6699
C -2.1265 -3.2638 -4.3254
C -2.3369 -0.8985 -3.4352
C -1.5573 0.2512 -3.2250
C -1.7509 1.0748 -2.1102
C -2.7063 0.7740 -1.1383
C -2.9924 1.6842 0.0185
C -3.4405 -0.4124 -1.3076
C -3.2712 -1.2159 -2.4344
H -0.9606 -2.0355 -6.4065
H -0.0640 -1.4876 -4.9912
H -1.0820 -0.3559 -5.9129
H -3.1096 -1.6005 -5.2454
H -1.2305 -3.4785 -3.7427
H -2.0701 -3.8446 -5.2448
H -2.9972 -3.6164 -3.7734
H -0.7683 0.4969 -3.9209
H -1.1267 1.9522 -2.0048
H -3.7302 2.4286 -0.2887
H -2.1218 2.2353 0.3678
H -3.4302 1.1404 0.8566
H -4.1622 -0.7046 -0.5549
H -3.8620 -2.1171 -2.5216
C 1.5804 -1.4040 2.7994
C 2.9567 -0.7769 2.9852
C 3.3760 0.1135 1.8232
N 2.4714 1.2517 1.6559
C 1.6128 1.4168 0.6661
S 1.4500 0.3305 -0.6261
N 0.7724 2.5075 0.6930
C 0.3987 3.4252 1.7007
O -0.7493 3.8021 1.7084
C 1.4296 3.9282 2.6392
C 1.0697 4.1649 3.9634
C 2.0033 4.6857 4.8434
C 3.2808 4.9981 4.3962
C 3.6323 4.7902 3.0686
C 2.7102 4.2487 2.1873
H 1.3309 -2.0518 3.6382
H 1.5446 -2.0062 1.8884
H 0.8112 -0.6276 2.7487
H 3.7119 -1.5584 3.0864
H 2.9799 -0.2006 3.9151
H 3.3875 -0.4399 0.8878
H 4.3769 0.5128 1.9938
H 2.5266 1.9739 2.3611
H 0.0934 2.4709 -0.0513
H 0.0621 3.9406 4.2880
H 1.7329 4.8591 5.8761
H 4.0047 5.4149 5.0839
H 4.6201 5.0569 2.7180
H 2.9738 4.0935 1.1477



[2]
69
Properties=species:S:1:pos:R:3 method="wB97M-V/def2-TZVPD" largest_force_ev_per_a=1.22 relative_energy_kj_mol=308.7 e_tot_ha=-1643.5213 total_charge=0 homo_ha=-0.2875
C -7.0382 -0.4068 -0.0660
O -6.3665 0.6824 0.5238
C -5.0092 0.8063 0.4510
C -4.5232 1.9896 0.9998
C -3.1751 2.2867 1.0203
C -2.2690 1.3904 0.4808
C -2.7385 0.2056 -0.0698
C -4.0901 -0.1123 -0.0916
O -4.5626 -1.2880 -0.6160
C -3.6389 -2.1961 -1.1700
H -3.1047 -1.7604 -2.0194
H -2.9136 -2.5415 -0.4286
H -4.2375 -3.0391 -1.5132
H -2.0203 -0.4869 -0.4798
C -0.7951 1.6796 0.4380
H -0.4726 2.1818 1.3524
H -0.2663 0.7286 0.3455
C -0.4550 2.5502 -0.7819
N 0.9662 2.5277 -1.0923
C 1.3781 1.7052 -2.0796
O 0.5772 1.0716 -2.7561
C 2.8762 1.5617 -2.3026
H 3.4243 1.6333 -1.3630
C 3.1949 0.2209 -2.9833
C 2.9527 -0.9287 -2.0191
O 3.8347 -1.4509 -1.3743
N 1.6367 -1.2796 -1.9207
C 1.1250 -2.1928 -1.0302
N -0.1481 -2.1601 -0.7036
O -0.3542 -3.1786 0.1758
C 0.8040 -3.8277 0.3893
C 1.7911 -3.2492 -0.3532
H 2.8246 -3.5063 -0.4289
C 0.8093 -4.9652 1.3385
H -0.0269 -5.6295 1.1306
H 0.7036 -4.5989 2.3592
H 1.7429 -5.5123 1.2526
H 0.9509 -0.6972 -2.4022
H 2.5697 0.1060 -3.8692
H 4.2462 0.2032 -3.2698
H 3.2036 2.3769 -2.9537
C 1.8377 3.3991 -0.3453
H 2.6106 3.8207 -0.9951
H 1.2475 4.2419 0.0259
C 2.5566 2.8164 0.8876
O 3.2008 3.5536 1.6027
N 2.4387 1.4931 1.0791
H 1.8412 0.9497 0.4751
C 2.9619 0.8256 2.2559
C 3.7501 -0.4452 1.8806
H 4.7932 -0.3678 2.1801
C 3.0453 -1.6092 2.5868
H 3.0965 -2.5270 2.0046
H 3.5040 -1.7927 3.5595
C 1.6158 -1.1148 2.7866
H 1.0772 -1.6752 3.5492
H 1.0542 -1.1830 1.8533
C 1.8227 0.3458 3.1727
H 2.1448 0.4087 4.2122
H 0.9253 0.9516 3.0563
H 3.7325 -0.5947 0.8010
H 3.5876 1.5706 2.7523
H -0.9792 2.1549 -1.6548
H -0.7758 3.5806 -0.6159
H -2.8354 3.2125 1.4596
H -5.2473 2.6727 1.4144
H -6.7635 -1.3548 0.4009
H -8.0972 -0.2113 0.1044
H -6.8481 -0.4660 -1.1398



[3]
65
Properties=species:S:1:pos:R:3 method="wB97M-V/def2-TZVPD" largest_force_ev_per_a=1.05 relative_energy_kj_mol=256.9 e_tot_ha=-1665.4575 total_charge=0 homo_ha=-0.3132
C 0.8267 -2.4357 1.6858
C 0.5207 -2.1708 0.2339
C -0.8295 -2.3961 -0.2188
O -1.7723 -2.7834 0.7100
C -2.2399 -1.7344 1.5707
C -2.9627 -0.6008 0.8646
C -2.0166 0.5822 0.5662
C -4.1770 -0.1483 1.7062
C -4.8669 1.1180 1.2160
C -6.1445 1.3146 2.0540
C -5.2576 1.0571 -0.2744
C -1.1978 -2.2987 -1.5318
C -2.5813 -2.6119 -2.0402
N -3.1814 -1.4802 -2.7593
C -0.2048 -1.9066 -2.4771
N -0.3629 -1.7426 -3.7857
S 1.0810 -1.2861 -4.3556
N 1.9257 -1.2748 -3.0040
C 1.1059 -1.6484 -2.0131
C 1.4918 -1.7819 -0.6477
C 2.9448 -1.5144 -0.3278
C 3.2238 -0.5976 0.8713
C 4.5269 0.1406 0.7244
C 5.7365 -0.5353 0.8281
C 6.9360 0.1409 0.6945
C 6.9334 1.5067 0.4543
C 5.7333 2.1908 0.3556
C 4.5284 1.5078 0.4845
H 1.7628 -2.9613 1.8232
H 0.9203 -1.4860 2.2093
H 0.0005 -2.9619 2.1422
H -1.4276 -1.3553 2.1842
H -2.9382 -2.2198 2.2490
H -3.3530 -0.9610 -0.0807
H -0.9995 0.2357 0.4029
H -2.3296 1.0749 -0.3521
H -2.0363 1.3213 1.3617
H -3.8267 -0.0327 2.7320
H -4.9071 -0.9580 1.6631
H -4.2623 2.0018 1.3860
H -6.4658 2.3515 1.9694
H -5.9814 1.0961 3.1051
H -6.9623 0.7200 1.6606
H -4.6646 1.7591 -0.8536
H -6.2960 1.3457 -0.4010
H -5.1368 0.0678 -0.7045
H -3.1781 -2.9576 -1.2017
H -2.4809 -3.4680 -2.7083
H -4.1867 -1.5080 -2.6752
H -2.8425 -0.6193 -2.3500
H 3.3631 -1.0292 -1.2023
H 3.4644 -2.4666 -0.2424
H 3.3172 -1.2025 1.7703
H 2.4144 0.1026 1.0384
H 5.7369 -1.5960 1.0308
H 7.8829 -0.3676 0.7841
H 7.8496 2.0691 0.3609
H 5.7065 3.2492 0.1804
H 3.6059 2.0621 0.3929
C 2.7832 4.9869 -1.7985
C 3.8408 5.3193 -0.8568
N 4.6783 5.5811 -0.1178
H 2.1447 5.8495 -1.9815
H 3.2024 4.6659 -2.7505
H 2.1621 4.1800 -1.4130